(1)
A single C5H7N molecule at a distorted geometry, computed with ωB97M-V/def2-TZVPD.

Last column: natural (NBO) charge in e.
Geometry (Å):
H -3.327 0.504 1.038  0.33
N -2.470 -0.054 1.230  -0.65
C -1.684 -0.087 0.199  0.09
C -0.396 -0.643 0.304  -0.31
C 0.371 -0.878 -1.207  -0.15
C 0.830 -0.030 -0.361  0.04
C 1.956 0.740 0.041  -0.66
H -2.092 0.435 -0.720  0.16
H -0.210 -1.437 0.992  0.22
H 0.150 -1.442 -1.989  0.22
H 2.627 0.249 0.854  0.24
H 1.611 1.628 0.500  0.23
H 2.634 1.016 -0.881  0.23

Properties
net charge = 0
DFT total energy = -6784.6462 eV
gap between HOMO and LUMO = 0.3658 hartree
SMILES string = [H]/N=C/[C@H]1C=C1C
multiplicity = 1
E_HOMO = -9.0 eV

***

(2)
A single C5H7N molecule at a distorted geometry, computed with ωB97M-V/def2-TZVPD.

Last column: natural (NBO) charge in e.
Geometry (Å):
C -1.513 -0.137 1.538  -0.28
C -0.788 0.589 0.882  -0.02
C 0.195 0.476 -0.188  -0.02
C -0.419 0.129 -1.536  -0.61
C 1.042 -0.509 0.572  -0.21
N 1.662 0.523 -0.250  -0.54
H -2.239 -0.640 2.123  0.23
H -1.113 0.913 -1.859  0.22
H -0.981 -0.809 -1.477  0.21
H 0.361 0.037 -2.297  0.23
H 1.176 -0.298 1.629  0.19
H 0.522 -1.489 0.499  0.22
H 2.094 1.215 0.363  0.37

Properties
net charge = 0
DFT total energy = -6782.9551 eV
gap between HOMO and LUMO = 0.3435 hartree
SMILES string = C#C[C@]1(C)CN1
multiplicity = 1
E_HOMO = -8.4 eV

***

(3)
2 unconnected molecules or ions with the total composition C5H7N, computed with ωB97M-V/def2-TZVPD.

Last column: natural (NBO) charge in e.
Geometry (Å):
C 1.607 0.333 0.535  0.02
N 1.484 -0.364 -0.500  -0.30
C 1.197 1.124 -0.604  -0.32
H 1.889 0.203 1.572  0.21
H 1.930 1.700 -1.166  0.18
H 0.155 1.428 -0.728  0.19
C -1.435 0.088 1.176  -0.52
C -1.366 -0.683 0.126  0.10
C -1.008 -1.375 -0.922  -0.46
H -2.317 0.293 1.772  0.23
H -0.505 0.574 1.481  0.21
H -0.629 -2.388 -0.826  0.23
H -1.002 -0.933 -1.915  0.23

Properties
net charge = 0
DFT total energy = -6784.0806 eV
gap between HOMO and LUMO = 0.3946 hartree
SMILES string = C1=NC1.C=C=C
multiplicity = 1
E_HOMO = -9.6 eV

***

Respective relative energy (zero: lowest compared OMol25 entry of this formula, charge and spin) values: 373.05; 536.21; 427.62 kJ/mol.